Record 1
Computed, not measured: the molecule C4H5NOS2 in a non-equilibrium geometry, with the ωB97M-V functional and the def2-TZVPD basis.

Calculated values
**Gap between HOMO and LUMO**: 9.159 eV
**Net charge**: 0
**Structure (SMILES)**: C1=NS[C@H]2OCS[C@@H]12
**HOMO level**: -0.3205 hartree
**Energy**: -1081.68933 hartree
**F_max**: 6.9 eV/A
**ΔE to the lowest compared entry with this formula, charge and spin**: 65.2 kcal per mole

Each line ends with the Löwdin charge.
Element x y z (Å)
C (-0.992, 1.518, -0.242)  -0.24
N (-2.171, 0.905, -0.461)  -0.23
S (-1.983, -0.826, -0.029)  0.90
C (-0.378, -0.751, 0.739)  -0.63
O (0.458, -1.709, 0.088)  -0.23
C (1.371, -0.950, -0.743)  -0.51
S (1.784, 0.566, 0.078)  0.93
C (0.093, 0.763, 0.500)  -0.60
H (-1.011, 2.504, -0.476)  0.07
H (-0.621, -1.087, 1.815)  0.13
H (2.427, -1.498, -0.788)  0.11
H (0.993, -0.986, -1.888)  0.14
H (0.029, 1.553, 1.406)  0.16

***

Record 2
Computed, not measured: the ion C6H18N4S with charge +2 in a non-equilibrium geometry, with the ωB97M-V functional and the def2-TZVPD basis.

Calculated values
**Gap between HOMO and LUMO (spin up / spin down)**: 6.912 / 3.244 eV
**Net charge**: +2
**HOMO level (spin up / spin down)**: -0.6044 / -0.5292 hartree
**Energy**: -855.79575 hartree
**F_max**: 4.3 eV/A
**ΔE to the lowest compared entry with this formula, charge and spin**: 83.9 kcal per mole

Each line ends with the Löwdin charge.
Element x y z (Å)
C (2.364, 0.685, 0.719)  -0.08
C (0.527, -1.208, 0.304)  -0.23
C (-4.958, -0.219, 0.425)  -0.10
C (2.577, -1.237, -1.078)  0.02
C (-4.165, 1.036, 0.115)  -0.32
C (-2.959, 0.815, -0.799)  -0.28
N (1.605, -0.307, -0.316)  -0.09
N (4.691, 0.356, 0.362)  0.09
N (3.606, 1.190, 0.349)  -0.03
N (-0.592, -0.816, -0.481)  -0.31
S (-1.935, -0.382, 0.248)  1.19
H (1.566, 1.438, 0.959)  0.17
H (2.511, 0.080, 1.611)  0.14
H (0.740, -2.228, 0.112)  0.13
H (0.451, -0.843, 1.329)  0.12
H (-5.883, -0.011, 0.880)  0.08
H (-5.012, -0.896, -0.473)  0.11
H (-4.349, -0.678, 1.247)  0.07
H (2.945, -2.104, -0.458)  0.13
H (1.998, -1.629, -1.894)  0.10
H (3.424, -0.509, -1.469)  0.13
H (-3.781, 1.388, 1.065)  0.10
H (-4.828, 1.761, -0.237)  0.11
H (-3.251, 0.234, -1.651)  0.09
H (-2.202, 1.543, -1.182)  0.11
H (4.650, -0.412, 1.073)  0.15
H (5.596, 0.861, 0.277)  0.16
H (3.763, 2.005, -0.092)  0.12
H (0.902, 0.086, -0.944)  0.13

***

Record 3
Computed, not measured: the ion C22H25FNO with charge +1 in a non-equilibrium geometry, with the ωB97M-V functional and the def2-TZVPD basis.

Calculated values
**Gap between HOMO and LUMO**: 7.235 eV
**Net charge**: +1
**Structure (SMILES)**: Fc1ccc([C@@H](c2ccccc2)[C@H]2CCCC2=[N+]2CCOCC2)cc1
**HOMO level**: -0.4250 hartree
**Energy**: -1082.84998 hartree
**F_max**: 4.3 eV/A
**ΔE to the lowest compared entry with this formula, charge and spin**: 0.0 kcal per mole

Each line ends with the Löwdin charge.
Element x y z (Å)
F (5.467, -0.544, -1.804)  0.05
C (4.265, -0.251, -1.212)  -0.24
C (3.210, -1.136, -1.394)  0.01
C (2.033, -0.887, -0.698)  -0.05
C (1.924, 0.185, 0.161)  -0.24
C (0.714, 0.149, 1.070)  -0.15
C (0.866, 1.009, 2.387)  -0.17
C (-0.282, 1.252, 3.123)  -0.05
C (-0.221, 1.966, 4.332)  -0.07
C (0.981, 2.470, 4.835)  -0.07
C (2.137, 2.232, 4.088)  -0.06
C (2.094, 1.468, 2.913)  -0.03
C (-0.451, 0.427, 0.005)  -0.13
C (-0.466, 1.939, -0.494)  -0.11
C (-0.371, 1.928, -2.021)  -0.15
C (-1.051, 0.613, -2.496)  -0.10
C (-1.161, -0.206, -1.223)  -0.05
N (-1.901, -1.346, -1.257)  0.01
C (-2.583, -1.869, -0.071)  -0.09
C (-3.060, -3.304, -0.282)  -0.17
O (-3.800, -3.451, -1.474)  -0.12
C (-3.051, -3.111, -2.638)  -0.17
C (-2.526, -1.684, -2.591)  -0.09
C (2.893, 1.200, 0.086)  -0.04
C (4.105, 0.973, -0.571)  0.02
H (3.279, -2.026, -2.004)  0.12
H (1.187, -1.573, -0.779)  0.12
H (0.686, -0.928, 1.522)  0.18
H (-1.264, 0.911, 2.792)  0.11
H (-1.147, 2.191, 4.866)  0.11
H (0.996, 3.169, 5.688)  0.12
H (3.058, 2.674, 4.431)  0.11
H (3.062, 1.277, 2.448)  0.11
H (-1.136, 0.242, 0.896)  0.12
H (0.309, 2.511, 0.027)  0.12
H (-1.434, 2.397, -0.283)  0.12
H (-0.822, 2.778, -2.561)  0.13
H (0.686, 1.848, -2.287)  0.11
H (-2.038, 0.840, -2.967)  0.14
H (-0.450, 0.078, -3.267)  0.15
H (-1.889, -1.838, 0.759)  0.13
H (-3.456, -1.246, 0.189)  0.16
H (-2.204, -3.989, -0.285)  0.14
H (-3.772, -3.589, 0.494)  0.14
H (-2.205, -3.814, -2.768)  0.14
H (-3.753, -3.212, -3.479)  0.14
H (-3.357, -0.981, -2.843)  0.15
H (-1.763, -1.589, -3.382)  0.13
H (2.737, 2.174, 0.566)  0.12
H (4.926, 1.673, -0.547)  0.13

***

Repeat the third record exactly.
Computed, not measured: the ion C22H25FNO with charge +1 in a non-equilibrium geometry, with the ωB97M-V functional and the def2-TZVPD basis.

Calculated values
**Gap between HOMO and LUMO**: 7.235 eV
**Net charge**: +1
**Structure (SMILES)**: Fc1ccc([C@@H](c2ccccc2)[C@H]2CCCC2=[N+]2CCOCC2)cc1
**HOMO level**: -0.4250 hartree
**Energy**: -1082.84998 hartree
**F_max**: 4.3 eV/A
**ΔE to the lowest compared entry with this formula, charge and spin**: 0.0 kcal per mole

Each line ends with the Löwdin charge.
Element x y z (Å)
F (5.467, -0.544, -1.804)  0.05
C (4.265, -0.251, -1.212)  -0.24
C (3.210, -1.136, -1.394)  0.01
C (2.033, -0.887, -0.698)  -0.05
C (1.924, 0.185, 0.161)  -0.24
C (0.714, 0.149, 1.070)  -0.15
C (0.866, 1.009, 2.387)  -0.17
C (-0.282, 1.252, 3.123)  -0.05
C (-0.221, 1.966, 4.332)  -0.07
C (0.981, 2.470, 4.835)  -0.07
C (2.137, 2.232, 4.088)  -0.06
C (2.094, 1.468, 2.913)  -0.03
C (-0.451, 0.427, 0.005)  -0.13
C (-0.466, 1.939, -0.494)  -0.11
C (-0.371, 1.928, -2.021)  -0.15
C (-1.051, 0.613, -2.496)  -0.10
C (-1.161, -0.206, -1.223)  -0.05
N (-1.901, -1.346, -1.257)  0.01
C (-2.583, -1.869, -0.071)  -0.09
C (-3.060, -3.304, -0.282)  -0.17
O (-3.800, -3.451, -1.474)  -0.12
C (-3.051, -3.111, -2.638)  -0.17
C (-2.526, -1.684, -2.591)  -0.09
C (2.893, 1.200, 0.086)  -0.04
C (4.105, 0.973, -0.571)  0.02
H (3.279, -2.026, -2.004)  0.12
H (1.187, -1.573, -0.779)  0.12
H (0.686, -0.928, 1.522)  0.18
H (-1.264, 0.911, 2.792)  0.11
H (-1.147, 2.191, 4.866)  0.11
H (0.996, 3.169, 5.688)  0.12
H (3.058, 2.674, 4.431)  0.11
H (3.062, 1.277, 2.448)  0.11
H (-1.136, 0.242, 0.896)  0.12
H (0.309, 2.511, 0.027)  0.12
H (-1.434, 2.397, -0.283)  0.12
H (-0.822, 2.778, -2.561)  0.13
H (0.686, 1.848, -2.287)  0.11
H (-2.038, 0.840, -2.967)  0.14
H (-0.450, 0.078, -3.267)  0.15
H (-1.889, -1.838, 0.759)  0.13
H (-3.456, -1.246, 0.189)  0.16
H (-2.204, -3.989, -0.285)  0.14
H (-3.772, -3.589, 0.494)  0.14
H (-2.205, -3.814, -2.768)  0.14
H (-3.753, -3.212, -3.479)  0.14
H (-3.357, -0.981, -2.843)  0.15
H (-1.763, -1.589, -3.382)  0.13
H (2.737, 2.174, 0.566)  0.12
H (4.926, 1.673, -0.547)  0.13

***

> What is the ΔE to the lowest compared entry with this formula, charge and spin in the first record?

65.2 kcal per mole

***

> Among the records above, which one has the highest F_max?

C4H5NOS2

***

> Which value of net charge does entry 3 give?

+1